Record 1
A molecular structure, C29H22BrIrN5O3S, computed with ωB97M-V/def2-TZVPD.

Results
Energy above the lowest of the compared OMol25 structures with the same formula, charge and spin (kcal/mol): 10.7
Frontier orbital gap (eV): 6.81
HOMO level (eV): -10.487
Total charge: +1
LUMO energy (eV): -3.68

Positions of all 62 atoms, in Å:
1 Ir -0.37 -0.27 -1.13
2 Br -3.13 -1.74 5.61
3 C -2.34 -1.71 3.89
4 C -1.63 -2.83 3.43
5 C -1.05 -2.83 2.20
6 C -1.12 -1.70 1.34
7 O -0.48 -1.79 0.21
8 C -1.86 -0.57 1.81
9 C -2.07 0.65 1.09
10 N -1.67 0.90 -0.11
11 C -1.93 2.14 -0.78
12 C -2.75 3.14 -0.34
13 C -2.92 4.32 -1.10
14 C -2.28 4.48 -2.29
15 C -1.43 3.46 -2.78
16 C -0.73 3.55 -4.02
17 C 0.06 2.52 -4.42
18 C 0.18 1.38 -3.60
19 N -0.45 1.28 -2.46
20 C -1.26 2.30 -2.02
21 C -2.46 -0.61 3.10
22 H -1.56 -3.71 4.06
23 H -0.50 -3.69 1.84
24 H -2.61 1.42 1.62
25 H -3.30 3.05 0.59
26 H -3.58 5.09 -0.73
27 H -2.42 5.38 -2.88
28 H -0.84 4.44 -4.62
29 H 0.61 2.56 -5.35
30 H 0.81 0.55 -3.88
31 H -3.03 0.24 3.44
32 O 1.11 -2.71 -4.00
33 C 0.48 -2.11 -3.16
34 O 0.97 -1.33 -2.24
35 C -1.03 -2.20 -3.14
36 C -1.73 -3.10 -3.92
37 C -3.11 -3.13 -3.84
38 C -3.76 -2.26 -2.97
39 C -3.00 -1.39 -2.22
40 N -1.66 -1.36 -2.30
41 H -1.16 -3.75 -4.58
42 H -3.68 -3.83 -4.44
43 H -4.83 -2.25 -2.88
44 H -3.45 -0.69 -1.53
45 N 1.50 -0.20 2.14
46 C 2.19 0.30 1.13
47 S 1.51 0.89 -0.35
48 N 3.52 0.39 1.22
49 C 4.32 0.11 2.38
50 C 4.04 0.71 3.60
51 C 4.84 0.41 4.69
52 C 5.92 -0.45 4.56
53 C 6.20 -1.03 3.33
54 C 5.40 -0.76 2.23
55 H 0.51 -0.34 2.04
56 H 1.97 -0.65 2.91
57 H 4.00 0.62 0.37
58 H 3.23 1.41 3.69
59 H 4.64 0.88 5.65
60 H 6.55 -0.67 5.42
61 H 7.04 -1.70 3.22
62 H 5.60 -1.21 1.27

Record 2
A molecular structure, C29H22F3N4O2SV at a distorted geometry, computed with ωB97M-V/def2-TZVPD.

Results
Expectation value of S²: 3.7889
Frontier orbital gap (alpha / beta) (eV): 5.29 / 7.69
HOMO level (alpha / beta) (eV): -2.768 / -5.352
Total charge: -1
LUMO energy (alpha / beta) (eV): 2.52 / 2.34
Multiplicity: 4

Positions of all 62 atoms, in Å:
1 V 0.66 -0.14 -0.44
2 O 0.98 -1.13 1.10
3 C 0.52 -1.12 2.32
4 C 0.65 -2.27 3.11
5 C 0.18 -2.29 4.41
6 C -0.43 -1.16 4.97
7 C -0.57 -0.03 4.20
8 C -0.11 0.01 2.87
9 C -0.25 1.25 2.13
10 N 0.06 1.36 0.89
11 N -0.05 2.66 0.36
12 C 0.35 2.61 -0.87
13 O 0.76 1.54 -1.47
14 C 0.42 3.88 -1.65
15 C 1.03 3.88 -2.90
16 C 1.13 5.06 -3.63
17 C 0.61 6.24 -3.11
18 C -0.01 6.24 -1.87
19 C -0.11 5.07 -1.14
20 H 1.13 -3.14 2.67
21 H 0.30 -3.19 5.00
22 H -0.79 -1.18 5.99
23 H -1.04 0.86 4.61
24 H -0.63 2.13 2.65
25 H 1.41 2.95 -3.29
26 H 1.60 5.05 -4.60
27 H 0.68 7.16 -3.68
28 H -0.43 7.16 -1.47
29 H -0.59 5.05 -0.17
30 C 5.15 1.69 -0.97
31 C 4.65 0.31 -0.74
32 C 5.26 -0.70 -0.04
33 C 4.67 -1.96 0.05
34 N 3.53 -2.26 -0.68
35 C 2.96 -1.33 -1.35
36 S 1.48 -1.52 -2.29
37 N 3.38 0.01 -1.26
38 C 5.23 -3.07 0.86
39 H 6.07 1.86 -0.42
40 H 4.41 2.44 -0.66
41 H 5.35 1.87 -2.03
42 H 6.21 -0.51 0.44
43 H 2.96 0.63 -1.94
44 H 6.17 -2.78 1.34
45 H 5.41 -3.96 0.25
46 H 4.53 -3.38 1.65
47 F -7.71 -4.67 -1.41
48 C -7.59 -3.62 -0.57
49 F -7.98 -4.05 0.65
50 F -8.52 -2.73 -0.97
51 C -6.21 -3.05 -0.56
52 C -5.72 -2.42 0.58
53 C -4.46 -1.85 0.57
54 C -3.67 -1.88 -0.58
55 C -4.17 -2.52 -1.72
56 C -5.43 -3.09 -1.71
57 C -2.37 -1.28 -0.59
58 C -1.28 -0.75 -0.61
59 H -6.32 -2.39 1.48
60 H -4.07 -1.37 1.46
61 H -3.56 -2.55 -2.61
62 H -5.81 -3.58 -2.60

Record 3
A molecular structure, C29H22N6OS2V, computed with ωB97M-V/def2-TZVPD.

Results
Energy above the lowest of the compared OMol25 structures with the same formula, charge and spin (kcal/mol): 0.0
Expectation value of S²: 0.8146
Frontier orbital gap (alpha / beta) (eV): 6.35 / 6.86
HOMO level (alpha / beta) (eV): -8.073 / -8.124
LUMO energy (alpha / beta) (eV): -1.72 / -1.26
Multiplicity: 2

Positions of all 61 atoms, in Å:
1 V 0.04 0.67 -2.29
2 N 4.27 0.09 -2.97
3 C 3.09 0.52 -2.49
4 S 1.97 1.21 -3.62
5 N 2.86 0.39 -1.21
6 N 1.62 0.91 -0.92
7 C 1.45 1.49 0.22
8 C 2.50 1.64 1.25
9 C 2.94 2.91 1.62
10 C 3.91 3.04 2.60
11 C 4.43 1.92 3.22
12 C 3.99 0.66 2.85
13 C 3.03 0.51 1.86
14 C 0.10 2.03 0.44
15 C -0.30 2.59 1.65
16 C -1.59 3.08 1.76
17 C -2.43 3.01 0.66
18 C -1.96 2.42 -0.51
19 N -0.72 1.95 -0.62
20 H 4.51 0.20 -3.93
21 H 4.98 -0.20 -2.31
22 H 2.53 3.79 1.13
23 H 4.26 4.03 2.87
24 H 5.19 2.02 3.99
25 H 4.40 -0.22 3.33
26 H 2.70 -0.47 1.55
27 H 0.38 2.62 2.49
28 H -1.93 3.52 2.69
29 H -3.44 3.38 0.70
30 H -2.60 2.31 -1.37
31 O -0.35 -2.65 -4.95
32 C -0.27 -1.72 -4.24
33 N -0.20 -0.77 -3.52
34 C -0.67 -5.08 2.08
35 C -1.60 -4.65 1.14
36 C -1.33 -3.57 0.32
37 C -0.11 -2.89 0.43
38 C 0.82 -3.34 1.36
39 C 0.55 -4.42 2.18
40 C 0.23 -1.74 -0.41
41 C -0.58 -0.82 -0.93
42 C -2.02 -0.68 -0.66
43 C -2.96 -0.59 -1.68
44 C -4.30 -0.36 -1.39
45 C -4.71 -0.21 -0.07
46 C -3.78 -0.29 0.96
47 C -2.45 -0.52 0.67
48 H -0.89 -5.92 2.72
49 H -2.55 -5.17 1.04
50 H -2.06 -3.26 -0.41
51 H 1.78 -2.84 1.43
52 H 1.29 -4.75 2.90
53 H 1.30 -1.66 -0.63
54 H -2.64 -0.70 -2.71
55 H -5.02 -0.29 -2.19
56 H -5.75 -0.02 0.15
57 H -4.09 -0.18 1.98
58 H -1.71 -0.58 1.47
59 S -3.06 3.35 -4.57
60 C -1.95 2.49 -3.83
61 N -1.15 1.83 -3.26